Record 1
ORCA calculation (the ωB97M-V functional and the def2-TZVPD basis) on a molecular structure, C18H29As2F5GaN3O5STe.

HOMO-LUMO gap: 8.852 eV
charge: +2
highest occupied orbital energy: -15.52 eV
E_tot: -239597.880 eV
ΔE to the lowest compared entry with this formula, charge and spin: 0.000 eV

Cartesian coordinates (Å):
Ga  -0.263  0.405  -0.181
C  -1.902  -2.853  0.656
As  -1.143  -1.798  -0.761
C  -2.335  -1.890  -2.273
C  0.485  -2.677  -1.313
C  0.433  -4.058  -1.487
C  1.557  -4.758  -1.897
C  2.744  -4.082  -2.136
C  2.804  -2.707  -1.966
C  1.682  -1.992  -1.554
As  1.870  -0.080  -1.337
C  3.451  0.172  -0.268
C  2.346  0.596  -3.081
H  -2.201  -3.821  0.258
H  -2.776  -2.339  1.053
H  -1.157  -2.976  1.440
H  -2.530  -2.938  -2.497
H  -1.863  -1.413  -3.130
H  -3.267  -1.373  -2.049
H  -0.488  -4.601  -1.307
H  1.506  -5.830  -2.028
H  3.624  -4.623  -2.455
H  3.740  -2.196  -2.157
H  4.311  -0.144  -0.857
H  3.375  -0.424  0.638
H  3.552  1.227  -0.014
H  3.178  0.001  -3.458
H  2.662  1.635  -2.986
H  1.506  0.524  -3.769
C  -7.064  1.497  -5.300
C  -5.571  1.207  -5.297
S  -4.828  1.431  -3.702
O  -3.487  0.873  -3.709
O  -5.731  0.991  -2.664
C  -4.637  3.200  -3.530
C  -4.246  3.577  -2.105
N  -2.886  3.105  -1.766
C  -2.603  2.047  -0.994
N  -1.277  1.829  -1.006
C  -0.692  2.801  -1.783
C  -1.682  3.587  -2.248
N  -1.510  4.730  -3.117
O  -2.507  5.328  -3.459
O  -0.366  5.065  -3.303
C  -3.584  1.222  -0.249
H  -7.440  1.409  -6.317
H  -7.287  2.504  -4.950
H  -7.596  0.791  -4.666
H  -5.010  1.850  -5.979
H  -5.341  0.170  -5.548
H  -5.586  3.675  -3.779
H  -3.883  3.514  -4.249
H  -4.925  3.133  -1.381
H  -4.267  4.657  -2.001
H  0.368  2.892  -1.946
H  -4.295  1.846  0.291
H  -3.068  0.604  0.482
H  -4.157  0.597  -0.934
F  2.307  1.051  3.105
Te  0.556  1.015  2.589
F  0.983  2.100  1.058
F  -1.224  1.224  1.833
F  0.238  2.590  3.448
F  -0.057  0.117  4.052
O  0.631  -0.403  1.444

natural (NBO) atomic charge list, values in e, 2 entries: 1.35 -0.92



Record 2
ORCA calculation (the ωB97M-V functional and the def2-TZVPD basis) on a molecular structure, C18H29BMoN6O7P2S3.

HOMO-LUMO gap (spin up / spin down): 7.359 / 7.201 eV
2S+1: 3
charge: 0
highest occupied orbital energy (spin up / spin down): -8.00 / -7.98 eV
E_tot: -96036.107 eV
expectation value of S²: 2.0258
ΔE to the lowest compared entry with this formula, charge and spin: 0.000 eV

Cartesian coordinates (Å):
Mo  -0.030  0.070  -0.093
C  -1.901  2.823  -2.067
C  -2.343  2.370  -0.722
C  -3.418  2.923  -0.023
C  -3.550  2.186  1.134
C  -4.533  2.360  2.241
N  -2.595  1.245  1.125
N  -1.827  1.358  0.003
B  -2.526  -0.012  2.012
N  -1.214  -0.014  2.783
N  -0.027  0.007  2.124
C  0.934  0.003  3.060
C  2.402  0.051  2.820
C  0.342  -0.028  4.325
C  -1.019  -0.036  4.110
C  -2.119  -0.055  5.117
N  -2.555  -1.202  1.037
N  -1.796  -1.162  -0.087
C  -2.212  -2.144  -0.894
C  -1.736  -2.376  -2.284
C  -3.240  -2.841  -0.255
C  -3.432  -2.213  0.960
C  -4.421  -2.541  2.025
H  -2.727  3.349  -2.545
H  -1.604  1.992  -2.695
H  -1.055  3.506  -1.995
H  -4.030  3.752  -0.334
H  -5.077  3.289  2.088
H  -4.029  2.402  3.207
H  -5.249  1.538  2.269
H  -3.455  -0.049  2.752
H  2.636  0.097  1.765
H  2.876  -0.828  3.260
H  2.821  0.934  3.305
H  0.854  -0.035  5.273
H  -1.687  -0.069  6.114
H  -2.749  -0.937  4.999
H  -2.754  0.826  5.023
H  -1.088  -1.580  -2.632
H  -2.600  -2.445  -2.946
H  -1.183  -3.311  -2.354
H  -3.787  -3.682  -0.647
H  -4.911  -3.481  1.780
H  -5.181  -1.763  2.108
H  -3.937  -2.642  2.996
S  2.450  2.740  -2.757
C  1.318  1.930  -1.871
S  0.500  0.494  -2.419
S  0.853  2.375  -0.260
C  3.781  -2.945  0.731
C  3.347  -2.518  -0.655
O  4.053  -3.236  -1.648
P  3.564  -0.715  -0.874
O  4.981  -0.387  -0.223
O  3.734  -0.506  -2.418
O  2.490  0.078  -0.203
P  1.536  -2.737  -0.978
O  1.223  -4.239  -0.482
O  1.343  -2.595  -2.435
O  0.761  -1.854  0.006
H  4.836  -2.718  0.880
H  3.623  -4.017  0.840
H  3.183  -2.422  1.478
H  3.669  -2.993  -2.506
H  5.170  0.563  -0.201
H  3.374  0.337  -2.789
H  1.165  -4.824  -1.251

natural (NBO) atomic charge list, values in e, 2 entries: 1.15 -0.66



Record 3
ORCA calculation (the ωB97M-V functional and the def2-TZVPD basis) on 2 unconnected molecules or ions with the total composition C18H29Br2F5N2P.

HOMO-LUMO gap: 8.032 eV
charge: +1
highest occupied orbital energy: -11.13 eV
E_tot: -185061.547 eV

Cartesian coordinates (Å):
C  -3.552  1.484  -0.530
C  -2.415  0.373  -0.031
P  -1.186  1.302  1.107
C  -1.821  0.913  2.903
C  0.605  0.572  0.923
C  0.433  -1.055  0.822
C  1.809  -1.914  1.092
C  1.374  -3.521  1.067
C  2.540  -4.528  1.628
F  3.487  -4.915  0.531
F  3.346  -3.988  2.749
C  1.835  -5.961  2.116
F  2.664  -7.135  1.651
F  0.469  -6.153  1.552
F  1.741  -6.091  3.590
C  1.363  0.894  2.342
N  2.859  1.092  2.239
C  3.238  2.109  1.162
C  2.936  1.331  -0.288
C  1.269  1.288  -0.393
C  0.910  0.585  -1.829
Br  1.739  -1.164  -2.475
C  -0.055  1.209  -2.821
C  -0.398  0.506  -4.299
Br  -0.996  2.975  -2.491
H  -3.482  1.594  -1.715
H  -3.227  2.526  -0.080
H  -4.651  1.176  -0.241
H  -1.919  -0.207  -0.923
H  -3.030  -0.425  0.609
H  -2.187  -0.206  3.005
H  -1.034  1.221  3.734
H  -2.766  1.609  3.075
H  -0.100  -1.426  -0.176
H  -0.319  -1.364  1.697
H  2.287  -1.733  2.148
H  2.631  -1.786  0.267
H  0.426  -3.598  1.764
H  1.101  -3.895  -0.026
H  1.177  -0.008  3.102
H  0.862  1.849  2.804
H  3.409  0.226  2.032
H  3.185  1.491  3.170
H  2.429  2.977  1.251
H  4.339  2.499  1.244
H  3.331  2.075  -1.118
H  3.420  0.265  -0.342
H  0.942  2.435  -0.348
H  0.558  0.108  -4.847
H  -0.860  1.338  -5.020
H  -1.232  -0.294  -4.115
C  -5.088  4.056  -3.830
C  -4.591  2.626  -3.968
N  -4.179  1.440  -4.083
H  -6.165  4.096  -4.013
H  -4.884  4.426  -2.821
H  -4.580  4.699  -4.554

natural (NBO) atomic charge list, values in e, 2 entries: -0.65 -0.74



Record 4
ORCA calculation (the ωB97M-V functional and the def2-TZVPD basis) on a molecular structure, C18H29ClN3O2OsS2Sb.

HOMO-LUMO gap (spin up / spin down): 6.387 / 4.499 eV
2S+1: 5
charge: +2
highest occupied orbital energy (spin up / spin down): -14.02 / -14.00 eV
E_tot: -70883.250 eV
expectation value of S²: 6.0347

Cartesian coordinates (Å):
Os  -0.164  -0.131  0.562
Cl  8.023  -0.562  -1.807
C  6.365  -0.592  -1.400
C  5.409  -0.844  -2.390
C  4.068  -0.847  -2.066
C  3.675  -0.602  -0.746
C  4.636  -0.366  0.246
C  5.975  -0.368  -0.074
C  2.253  -0.555  -0.377
O  1.315  -0.814  -1.167
O  1.936  -0.170  0.799
H  5.734  -1.038  -3.401
H  3.319  -1.040  -2.819
H  4.311  -0.199  1.263
H  6.727  -0.206  0.681
C  -3.880  -2.600  0.808
C  -4.192  -1.155  1.120
C  -4.192  -0.847  2.598
Sb  -2.719  0.158  0.029
C  -2.999  -0.198  -2.172
C  -4.456  -0.439  -2.497
C  -2.104  -1.355  -2.576
C  -3.336  2.278  0.439
C  -4.836  2.437  0.346
C  -2.792  2.688  1.796
H  -4.651  -3.231  1.248
H  -2.923  -2.906  1.231
H  -3.878  -2.789  -0.265
H  -5.134  -0.848  0.661
H  -3.216  -1.030  3.052
H  -4.904  -1.508  3.093
H  -4.497  0.178  2.805
H  -2.650  0.734  -2.628
H  -4.823  -1.359  -2.046
H  -4.560  -0.541  -3.578
H  -5.087  0.393  -2.191
H  -2.428  -2.287  -2.112
H  -1.055  -1.170  -2.324
H  -2.164  -1.493  -3.656
H  -2.834  2.839  -0.355
H  -5.352  1.857  1.109
H  -5.212  2.157  -0.635
H  -5.087  3.486  0.504
H  -3.332  2.202  2.605
H  -2.911  3.764  1.917
H  -1.727  2.464  1.897
S  -0.581  -1.363  2.523
C  -0.036  0.137  2.990
N  0.372  1.186  3.270
N  2.388  3.391  -0.647
C  1.659  2.747  0.253
N  2.031  2.640  1.506
S  0.137  2.124  -0.301
H  3.229  3.889  -0.396
H  2.038  3.513  -1.584
H  2.910  3.025  1.820
H  1.457  2.162  2.214

natural (NBO) atomic charge list, values in e, 2 entries: 1.09 0.09



Record 5
ORCA calculation (the ωB97M-V functional and the def2-TZVPD basis) on a molecular structure, C18H29ClNO2P2Tc.

HOMO-LUMO gap (spin up / spin down): 5.248 / 4.232 eV
2S+1: 4
charge: +3
highest occupied orbital energy (spin up / spin down): -17.34 / -17.33 eV
E_tot: -57990.030 eV
expectation value of S²: 3.8019

Cartesian coordinates (Å):
Tc  -0.082  0.068  0.139
P  -2.266  -0.098  -0.279
C  -2.339  0.356  -2.109
C  -1.015  1.010  -2.502
N  0.095  0.903  -1.723
C  1.360  1.178  -2.169
C  1.517  1.899  -3.341
C  0.364  2.185  -4.072
C  -0.890  1.724  -3.677
C  2.536  0.746  -1.306
P  2.016  -0.664  -0.188
H  -1.769  1.791  -4.282
H  2.513  2.256  -3.562
H  0.474  2.708  -5.004
H  3.404  0.405  -1.893
H  2.925  1.561  -0.667
H  -2.595  -0.518  -2.707
H  -3.221  1.062  -2.220
H  -1.348  -2.718  -3.029
O  -1.396  -2.536  -3.957
H  -2.381  -2.655  -4.057
H  -0.053  -2.892  -0.510
O  -0.553  -3.727  -0.467
H  -0.039  -4.255  -1.121
C  2.489  -2.133  -1.206
H  3.451  -1.909  -1.689
H  2.614  -3.012  -0.551
H  1.774  -2.329  -2.030
C  3.266  -0.663  1.157
H  3.153  -1.600  1.717
H  4.289  -0.596  0.743
H  3.093  0.180  1.845
C  -3.249  1.261  0.463
H  -4.240  1.247  -0.005
H  -3.364  1.162  1.553
H  -2.778  2.229  0.264
C  -3.361  -1.534  -0.103
H  -3.623  -1.699  0.956
H  -4.262  -1.352  -0.706
H  -2.831  -2.417  -0.479
Cl  0.451  3.690  3.615
C  0.482  2.011  3.944
C  0.704  1.583  5.254
C  0.744  0.205  5.521
C  0.542  -0.714  4.493
C  0.283  -0.251  3.199
C  0.286  1.105  2.876
C  0.132  1.683  1.489
H  0.841  2.334  6.026
H  0.937  -0.124  6.547
H  0.581  -1.783  4.719
H  0.071  -1.020  2.440
H  -0.753  2.354  1.437
H  1.022  2.298  1.216

natural (NBO) atomic charge list, values in e, 2 entries: 0.87 0.97



Record 6
ORCA calculation (the ωB97M-V functional and the def2-TZVPD basis) on a molecular structure, C18H29N2O2P2Sc.

HOMO-LUMO gap (spin up / spin down): 4.213 / 4.207 eV
charge: 0
highest occupied orbital energy (spin up / spin down): -4.45 / -4.45 eV
E_tot: -65482.281 eV
ΔE to the lowest compared entry with this formula, charge and spin: 3.464 eV

Cartesian coordinates (Å):
C  1.093  -4.102  0.770
C  1.016  -2.712  0.755
N  -0.061  -2.080  0.207
C  -1.190  -2.803  -0.035
C  -1.160  -4.195  0.004
C  0.001  -4.863  0.369
C  2.154  -1.941  1.415
P  2.207  -0.125  1.091
Sc  0.170  0.030  -0.407
P  -2.723  -0.510  -1.078
C  -2.550  -2.117  -0.232
C  -1.361  1.996  -0.291
C  -0.620  1.926  0.942
C  -0.041  3.040  1.538
C  0.016  4.183  0.718
C  -0.634  4.239  -0.524
C  -1.379  3.174  -1.031
O  4.657  -0.349  -3.218
O  1.216  1.474  -1.661
H  2.020  -4.560  1.099
H  -2.063  -4.740  -0.263
H  0.049  -5.952  0.376
C  2.235  0.567  2.776
C  3.923  0.116  0.525
H  -3.198  -2.806  -0.803
H  -3.021  -1.959  0.759
H  3.056  -2.333  1.111
H  2.091  -2.058  2.510
C  -4.447  -0.069  -1.229
C  -1.983  -0.592  -2.720
H  -1.506  0.382  2.196
H  0.350  2.996  2.547
H  0.525  5.073  1.096
H  -0.583  5.179  -1.085
H  -1.981  3.218  -1.943
H  2.105  -0.396  -5.008
H  2.186  1.496  -1.810
H  5.351  -0.365  -3.836
H  3.869  -0.727  -3.677
H  1.065  2.156  -0.833
H  3.258  0.879  3.022
H  1.573  1.442  2.806
H  1.880  -0.178  3.498
H  4.511  0.589  1.321
H  4.379  -0.842  0.244
H  3.938  0.766  -0.361
H  -2.691  -0.137  -3.430
H  -1.023  -0.046  -2.804
H  -1.830  -1.643  -3.006
H  -4.682  0.200  -2.268
H  -5.095  -0.902  -0.917
H  -4.636  0.797  -0.581
N  -1.137  0.629  1.278
C  -1.979  0.722  -0.016

natural (NBO) atomic charge list, values in e, 2 entries: -0.25 0.18



Record 7
ORCA calculation (the ωB97M-V functional and the def2-TZVPD basis) on a molecular structure, C18H29N2O5STi.

HOMO-LUMO gap: 7.614 eV
charge: +1
highest occupied orbital energy: -11.37 eV
E_tot: -66302.956 eV

Cartesian coordinates (Å):
Ti  -0.551  0.804  0.401
N  2.791  -1.000  0.105
C  2.814  -0.293  1.392
C  1.513  0.459  1.465
O  0.450  -0.149  1.863
N  1.251  1.640  0.945
C  2.055  2.185  -0.127
C  1.489  1.625  -1.438
O  2.035  1.679  -2.495
O  0.282  1.040  -1.255
H  3.287  -1.879  0.178
H  3.253  -0.463  -0.620
H  3.665  0.378  1.528
H  2.813  -1.014  2.206
H  3.116  1.941  -0.054
H  1.969  3.271  -0.149
C  -2.258  -3.315  -0.339
S  -0.788  -2.319  -0.228
C  -0.314  -2.252  -1.945
O  -1.388  -0.910  0.027
H  -1.954  -4.306  -0.680
H  -2.955  -2.855  -1.037
H  -2.688  -3.386  0.657
H  -1.166  -1.961  -2.555
H  0.061  -3.238  -2.220
H  0.487  -1.517  -2.019
C  -3.173  0.493  -2.346
C  -3.813  1.782  -1.828
C  -2.979  3.003  -2.223
C  -4.188  1.765  -0.355
C  -5.537  1.681  -0.019
C  -5.967  1.784  1.292
C  -5.050  2.036  2.296
C  -3.687  2.134  2.030
C  -2.753  2.563  3.145
C  -2.211  3.972  2.897
C  -1.614  1.593  3.451
C  -3.291  1.924  0.708
O  -1.929  1.886  0.409
H  -3.166  0.502  -3.437
H  -3.727  -0.388  -2.015
H  -2.138  0.400  -2.022
H  -4.771  1.876  -2.345
H  -1.957  2.935  -1.852
H  -3.421  3.924  -1.841
H  -2.931  3.078  -3.311
H  -6.261  1.553  -0.815
H  -7.021  1.709  1.525
H  -5.392  2.183  3.313
H  -3.383  2.606  4.036
H  -1.569  3.997  2.015
H  -1.621  4.306  3.752
H  -3.021  4.686  2.743
H  -0.756  1.764  2.798
H  -1.918  0.547  3.377
H  -1.242  1.759  4.463

natural (NBO) atomic charge list, values in e, 2 entries: 1.87 -0.84



Record 8
ORCA calculation (the ωB97M-V functional and the def2-TZVPD basis) on C18H29NO5 in the gas phase.

SMILES: CCO[C@@H]1OC(C(=O)N2CCOCC2)=C[C@H](C2CC2)[C@H]1CCCO
HOMO-LUMO gap: 9.618 eV
charge: 0
highest occupied orbital energy: -8.88 eV
E_tot: -30862.657 eV
ΔE to the lowest compared entry with this formula, charge and spin: 0.553 eV

Cartesian coordinates (Å):
C  2.471  -0.465  3.291
C  1.145  0.209  2.980
H  0.310  -0.491  3.114
H  0.983  1.066  3.652
O  1.180  0.674  1.640
C  -0.029  1.201  1.176
C  0.227  2.171  0.011
C  -1.064  2.958  -0.265
C  -0.814  4.258  -1.024
C  -2.121  5.009  -1.290
O  -1.917  6.246  -1.928
H  -1.470  6.093  -2.768
H  -2.797  4.375  -1.882
H  -2.616  5.248  -0.346
H  -0.324  4.055  -1.980
H  -0.152  4.903  -0.443
H  -1.756  2.326  -0.826
H  -1.546  3.204  0.684
C  0.688  1.437  -1.261
C  -0.020  0.118  -1.366
C  -0.741  -0.408  -0.385
O  -0.929  0.166  0.850
C  -1.498  -1.696  -0.569
O  -2.376  -1.801  -1.404
N  -1.142  -2.708  0.253
C  0.056  -2.750  1.056
H  0.551  -1.782  1.053
C  1.003  -3.815  0.484
H  1.873  -3.945  1.130
O  0.376  -5.072  0.410
C  -0.776  -5.020  -0.405
H  -1.199  -6.026  -0.399
C  -1.785  -4.001  0.132
H  -2.630  -3.897  -0.550
H  -2.137  -4.314  1.120
H  -0.496  -4.747  -1.433
H  1.337  -3.499  -0.517
H  -0.215  -3.022  2.083
H  0.066  -0.418  -2.297
C  2.194  1.258  -1.469
C  3.245  1.562  -0.445
C  2.969  0.143  -0.830
H  2.458  -0.466  -0.102
H  3.691  -0.392  -1.427
H  4.160  2.027  -0.784
H  2.937  1.864  0.542
H  2.481  1.476  -2.492
H  0.348  2.042  -2.109
H  1.000  2.868  0.343
H  -0.528  1.742  1.999
H  3.287  0.231  3.122
H  2.616  -1.329  2.647
H  2.484  -0.789  4.328

natural (NBO) atomic charge list, values in e, 2 entries: -0.62 -0.06